[1]
{"formula": "C3H6N3O2S", "method": "ωB97M-V/def2-TZVPD", "charge": -1, "e_tot_ha": -830.7560, "smiles": "CN(C)C(=S)N=[N+]([O-])[O-]", "homo_ev": -4.0, "relative_energy_kj_mol": 247.08, "fmax_ev_per_a": 5.1, "orbital_gap_ev": 7.58, "species": ["C", "N", "C", "C", "S", "N", "N", "O", "O", "H", "H", "H", "H", "H", "H"], "positions_angstrom": [[-1.079, -0.250, -0.605], [0.184, 0.359, -0.427], [0.678, 1.280, -1.432], [0.719, 0.369, 0.810], [2.061, 1.346, 1.079], [0.140, -0.238, 1.883], [-0.227, -1.470, 1.875], [0.022, -2.201, 0.961], [-0.795, -1.907, 2.867], [-1.397, -0.134, -1.694], [-1.016, -1.459, -0.636], [-1.764, -0.147, 0.220], [0.349, 0.740, -2.430], [0.393, 2.332, -1.310], [1.733, 1.379, -1.161]], "forces_ev_per_angstrom": [[-0.5, -4.3, -2.8], [-0.4, 0.3, 0.8], [-0.2, -1.6, -1.2], [0.4, 0.2, 0.2], [0.5, 0.3, 0.6], [0.4, 2.0, 0.3], [-0.4, 0.5, 1.2], [1.2, -2.4, -3.0], [-1.0, -0.2, 1.5], [-0.3, 0.8, 1.8], [0.4, 2.5, 0.3], [-0.6, 0.9, -0.1], [1.1, 1.7, 1.6], [-0.9, -0.2, -0.2], [0.3, -0.5, -1.1]]}


[2]
{"formula": "C3H6N4", "method": "ωB97M-V/def2-TZVPD", "charge": 0, "e_tot_ha": -336.7650, "homo_ev": -9.3, "relative_energy_kj_mol": 483.81, "fmax_ev_per_a": 4.9, "orbital_gap_ev": 10.33, "species": ["C", "C", "C", "N", "N", "N", "N", "H", "H", "H", "H", "H", "H"], "positions_angstrom": [[1.949, 0.499, 0.169], [0.550, 0.752, -0.239], [-0.638, 1.487, 0.263], [-2.568, -1.722, 0.380], [-1.620, -2.094, -0.009], [-0.565, -2.568, -0.318], [1.159, -0.107, -0.899], [2.801, 1.029, -0.049], [2.133, -0.039, 1.089], [-1.428, 0.974, 0.838], [-1.157, 1.955, -0.753], [-0.334, 2.423, 0.851], [-0.282, -2.588, -1.322]], "forces_ev_per_angstrom": [[-1.4, -0.5, 1.8], [1.3, 0.7, 2.4], [-1.3, 3.0, -2.8], [-4.2, 1.9, 1.8], [2.3, -1.1, -2.0], [2.6, -1.3, -1.0], [-1.2, -1.2, -1.7], [1.5, 1.8, -1.1], [-0.3, -0.7, 0.1], [0.7, -0.3, -0.5], [0.9, -1.2, 2.6], [-0.2, -1.6, -0.8], [-0.8, 0.4, 1.2]]}


[3]
{"formula": "C3H6N4", "method": "ωB97M-V/def2-TZVPD", "charge": 0, "e_tot_ha": -336.7745, "homo_ev": -9.0, "relative_energy_kj_mol": 458.79, "fmax_ev_per_a": 6.6, "orbital_gap_ev": 9.16, "species": ["C", "C", "C", "H", "H", "H", "H", "H", "H", "N", "N", "N", "N"], "positions_angstrom": [[-1.463, -0.396, 0.271], [0.029, 1.576, -0.323], [1.660, -0.219, -0.361], [-1.635, -2.018, -0.300], [-2.112, -0.754, 1.218], [-1.380, 1.511, 1.204], [-0.061, 2.691, -0.582], [0.735, -1.029, -1.214], [2.439, -1.741, 0.337], [-1.173, -1.150, -0.691], [-0.973, 0.947, 0.333], [1.310, 1.227, -0.392], [2.624, -0.645, 0.501]], "forces_ev_per_angstrom": [[0.2, 2.1, 2.3], [5.3, 1.9, -0.1], [0.0, -0.5, 1.6], [0.8, 0.4, -1.6], [1.5, 1.3, -2.1], [1.1, -1.5, -2.9], [-0.5, -1.7, 0.7], [3.0, 2.5, 2.7], [1.3, 2.7, 0.6], [-1.4, -2.2, 0.9], [-4.1, -0.5, 3.6], [-2.4, -2.5, -1.7], [-4.8, -1.9, -4.1]]}


[4]
{"formula": "C3H6N4", "method": "ωB97M-V/def2-TZVPD", "charge": 0, "e_tot_ha": -336.8910, "smiles": "[H]/N=C1\\CN=C(N)N1", "homo_ev": -8.7, "relative_energy_kj_mol": 153.03, "fmax_ev_per_a": 4.5, "orbital_gap_ev": 9.48, "species": ["H", "N", "C", "C", "N", "C", "N", "N", "H", "H", "H", "H", "H"], "positions_angstrom": [[-2.761, -1.028, -0.962], [-2.241, -0.959, -0.049], [-1.056, -0.510, -0.235], [-0.010, -0.627, -1.257], [0.930, 0.304, -0.757], [0.707, 0.706, 0.441], [1.594, 1.515, 1.177], [-0.473, 0.111, 0.889], [-0.410, -0.619, -2.242], [0.355, -1.744, -1.293], [2.311, 1.477, 0.390], [1.996, 0.984, 2.094], [-0.943, 0.390, 1.803]], "forces_ev_per_angstrom": [[0.9, -0.8, 1.0], [-0.8, 1.1, -2.0], [-2.9, -1.3, 3.1], [0.0, -1.7, 1.0], [3.4, 1.5, -1.3], [-1.4, -2.5, -0.4], [1.4, -2.1, 0.1], [0.6, 1.3, 2.1], [-0.1, 1.2, -1.1], [-0.2, 1.8, 0.8], [-0.1, 0.7, 1.9], [-1.3, 1.5, -3.0], [0.5, -0.8, -2.3]]}


[5]
{"formula": "C3H6N4", "method": "ωB97M-V/def2-TZVPD", "charge": 0, "e_tot_ha": -336.8523, "smiles": "CN=C=N.N=C=N", "homo_ev": -9.2, "relative_energy_kj_mol": 254.60, "fmax_ev_per_a": 6.1, "orbital_gap_ev": 9.90, "species": ["C", "N", "C", "N", "H", "H", "H", "H", "N", "C", "N", "H", "H"], "positions_angstrom": [[-0.069, -1.083, -1.463], [0.474, 0.155, -1.059], [1.303, 0.874, -0.616], [1.871, 1.633, 0.132], [-0.408, -1.069, -2.396], [0.731, -1.869, -1.224], [-0.749, -1.335, -0.760], [2.001, 2.631, 0.020], [-0.170, 0.414, 2.304], [-1.055, 0.002, 1.577], [-2.029, -0.513, 1.078], [0.808, 0.248, 1.991], [-2.709, -0.088, 0.416]], "forces_ev_per_angstrom": [[5.2, -1.0, 3.0], [-0.1, 0.2, -0.7], [-1.7, -0.1, 0.1], [1.7, 1.4, 1.0], [-1.3, -0.2, -3.9], [-0.9, 0.7, -1.2], [-2.9, -0.7, 1.8], [0.1, -0.5, -0.2], [1.3, -0.3, -0.4], [-0.1, 0.3, 0.4], [-1.5, -0.1, -1.0], [-1.0, 0.5, 0.3], [1.2, -0.3, 0.8]]}


[6]
{"formula": "C3H6N4", "method": "ωB97M-V/def2-TZVPD", "charge": 0, "e_tot_ha": -336.8044, "smiles": "C[C@]12CN1NN=N2", "homo_ev": -8.8, "relative_energy_kj_mol": 380.35, "fmax_ev_per_a": 2.5, "orbital_gap_ev": 9.94, "species": ["C", "C", "C", "N", "N", "N", "N", "H", "H", "H", "H", "H", "H"], "positions_angstrom": [[-0.160, -0.830, 1.133], [-0.331, 0.048, -0.110], [0.813, 0.614, -0.806], [-0.252, 1.468, -0.030], [-1.389, 1.860, -0.818], [-2.074, 0.797, -1.204], [-1.498, -0.274, -0.944], [-0.969, -1.599, 0.940], [-0.367, -0.342, 2.042], [0.863, -1.271, 1.261], [1.813, 0.747, -0.422], [0.811, 0.780, -1.864], [-1.751, 2.777, -0.798]], "forces_ev_per_angstrom": [[-0.4, -1.7, -1.8], [0.6, -1.5, 1.1], [-0.4, 2.0, -0.6], [0.5, 0.9, -0.2], [1.9, -1.6, 0.2], [-0.6, 0.2, -1.1], [-0.1, 0.1, 0.7], [1.2, 0.3, 0.7], [-0.5, 0.9, 1.0], [-1.0, 0.2, -0.5], [-0.1, -0.2, 0.7], [-0.4, -0.3, -0.5], [-0.5, 0.7, 0.3]]}


[7]
{"formula": "C3H6N4", "method": "ωB97M-V/def2-TZVPD", "charge": 0, "e_tot_ha": -336.8272, "homo_ev": [-6.5, -7.1], "relative_energy_kj_mol": 320.37, "fmax_ev_per_a": 0.9, "orbital_gap_ev": [7.29, 7.23], "species": ["C", "N", "N", "C", "C", "N", "N", "H", "H", "H", "H", "H", "H"], "positions_angstrom": [[0.508, 0.101, 0.290], [1.163, 0.461, 1.453], [1.266, -0.740, -0.538], [-0.492, 0.963, -0.227], [-1.646, 0.477, -0.816], [-1.165, -1.671, -0.194], [-1.739, -0.886, -0.868], [2.044, 0.006, 1.634], [0.597, 0.661, 2.260], [1.367, -1.685, -0.185], [0.933, -0.778, -1.491], [-0.413, 2.026, -0.042], [-2.424, 1.066, -1.274]], "forces_ev_per_angstrom": [[0.5, 0.7, -0.4], [-0.1, -0.2, -0.1], [-0.3, -0.2, 0.3], [-0.2, -0.3, 0.2], [0.3, 0.2, 0.1], [-0.2, 0.2, -0.1], [0.0, -0.5, -0.1], [-0.1, 0.0, 0.0], [0.0, 0.0, -0.1], [0.0, 0.0, 0.0], [-0.1, 0.1, 0.1], [0.0, 0.0, 0.2], [0.0, -0.1, 0.0]]}


[8]
{"formula": "C3H6N4", "method": "ωB97M-V/def2-TZVPD", "charge": 0, "e_tot_ha": -336.7951, "smiles": "[H]/N=C\\N(/C=N/[H])/C=N/[H]", "homo_ev": -9.6, "relative_energy_kj_mol": 404.70, "fmax_ev_per_a": 7.5, "orbital_gap_ev": 10.15, "species": ["H", "N", "C", "N", "C", "N", "H", "C", "N", "H", "H", "H", "H"], "positions_angstrom": [[-2.218, -1.525, 0.511], [-1.286, -2.029, 0.143], [-0.120, -1.493, -0.136], [0.078, -0.076, -0.113], [1.389, 0.369, -0.107], [2.557, -0.240, 0.158], [3.278, 0.645, 0.459], [-0.973, 0.696, -0.019], [-1.183, 1.986, 0.061], [-2.117, 2.170, 0.144], [0.730, -2.043, -0.531], [1.679, 1.605, -0.283], [-1.814, -0.066, -0.285]], "forces_ev_per_angstrom": [[3.5, -0.9, -1.0], [1.1, 0.3, 0.0], [-4.8, -0.1, 0.9], [4.8, -1.8, -0.3], [6.0, 4.4, 0.9], [-1.8, 3.1, 0.9], [-2.4, -3.3, -1.8], [-6.1, 2.6, -1.5], [4.9, -3.2, 0.4], [-3.1, 0.4, -0.1], [-0.2, -0.2, 0.4], [-2.5, -3.4, 0.5], [0.6, 2.2, 0.9]]}


[9]
{"formula": "C3H6N4O", "method": "ωB97M-V/def2-TZVPD", "charge": 0, "e_tot_ha": -412.0387, "homo_ev": -9.6, "relative_energy_kj_mol": 447.04, "fmax_ev_per_a": 7.3, "orbital_gap_ev": 9.94, "species": ["C", "C", "C", "H", "H", "H", "H", "H", "H", "N", "N", "N", "N", "O"], "positions_angstrom": [[-1.202, -1.560, 0.135], [0.569, 0.216, -0.316], [0.512, 2.478, 0.485], [-1.431, -3.458, -0.371], [-1.585, -0.761, 0.901], [0.381, -1.653, -1.262], [2.252, 0.011, -1.550], [-0.811, 1.011, 1.018], [1.321, 2.770, -0.189], [-1.663, -2.788, 0.414], [-0.144, -1.018, -0.799], [1.912, 0.402, -0.273], [-0.022, 1.113, 0.476], [-0.088, 3.238, 1.331]], "forces_ev_per_angstrom": [[0.1, -1.2, 1.7], [3.6, -3.2, 0.6], [-4.5, 1.3, 4.8], [0.2, 0.7, 1.2], [0.9, -1.5, -1.7], [2.2, -2.3, -1.5], [-0.9, 0.8, 4.9], [-2.0, -0.2, 1.2], [-0.2, -0.4, 0.1], [1.6, 3.5, -3.1], [-3.9, 4.0, 4.2], [-1.8, -1.8, -6.8], [1.8, 3.0, -1.6], [3.1, -2.7, -3.9]]}